1.
The following is a quantum chemistry calculation of C4H9N3O as an isolated structure in a non-equilibrium geometry, from the Open Molecules 2025 dataset.

Last column: Mulliken charge in e.
CARTESIAN COORDINATES (ANGSTROEM)
O: 2.861 0.514 0.007  -0.53
N: -1.275 0.342 0.149  -0.03
N: 0.814 -0.530 -0.154  0.47
N: -0.523 -0.654 -0.101  -0.35
C: 0.717 1.910 0.020  -1.00
C: 1.665 0.704 0.008  0.51
C: -2.725 0.023 -0.019  -0.71
C: 1.614 -1.785 0.031  -0.79
H: -0.956 1.033 -0.406  0.42
H: 2.552 -1.556 -0.474  0.35
H: 0.930 2.359 1.441  0.13
H: -3.315 -0.566 1.144  0.24
H: 1.756 -2.406 1.177  0.25
H: 1.204 3.105 -1.050  0.16
H: -2.634 -0.916 -0.816  0.31
H: -3.563 0.992 -0.436  0.29
H: 0.881 -2.569 -0.520  0.28

The calculation puts the largest force on an atom at 6.364 eV/A. The energy above the lowest of the compared OMol25 structures with the same formula, charge and spin is 13.444 eV. The calculation puts the total energy at -10799.01780 eV. As for the HOMO-LUMO gap: 5.676 eV.

2.
The following is a quantum chemistry calculation of a 8-piece molecular cluster, C28H56N6O12 overall in a non-equilibrium geometry, from the Open Molecules 2025 dataset.

Last column: Mulliken charge in e.
CARTESIAN COORDINATES (ANGSTROEM)
O: -0.969 3.839 -0.447  -0.63
O: 1.728 -0.776 0.970  -0.38
O: 0.833 1.043 3.938  -0.64
O: -2.168 -6.355 -1.644  -0.67
O: -4.281 -2.540 -5.839  -0.59
O: -0.435 6.471 0.076  -0.32
O: 2.356 -1.008 -2.988  -0.66
O: -4.300 -0.574 -0.892  -0.54
O: -1.103 6.610 3.890  -0.42
O: 1.311 3.937 1.054  -0.59
O: -0.078 -0.804 -1.144  -0.09
O: 3.041 -3.150 2.060  -0.64
N: 2.178 -2.869 -4.195  0.05
N: -5.040 0.954 -2.350  0.16
N: -0.109 -5.360 -1.457  0.34
N: -3.068 -1.714 -4.082  0.36
N: 2.581 2.154 4.622  0.27
N: 3.035 -3.516 4.407  0.07
C: -1.654 5.551 4.780  -0.60
C: 2.492 -3.075 3.163  0.36
C: -1.037 6.014 2.533  0.36
C: 0.154 0.260 -0.518  0.76
C: 1.545 1.636 0.908  -0.99
C: 1.975 1.013 4.401  0.35
C: 0.685 -4.345 -0.746  -0.96
C: -4.202 2.145 -1.835  -0.89
C: -1.452 -5.359 -1.473  0.01
C: 1.712 -1.981 -3.299  0.52
C: -0.241 2.669 -0.253  0.58
C: 1.991 3.464 4.334  -1.08
C: -2.114 -0.646 -3.706  -0.88
C: 3.402 -2.629 -4.965  -1.11
C: 2.240 -3.674 5.672  -0.91
C: 3.849 2.169 5.336  -1.03
C: 0.663 -6.628 -1.777  -1.05
C: 4.510 -3.898 4.554  -0.93
C: 1.618 -4.231 -4.494  -0.88
C: -0.661 1.521 -0.828  -0.58
C: -0.460 6.919 1.462  -0.63
C: 0.929 2.870 0.631  0.71
C: 1.224 0.414 0.480  0.16
C: -3.691 -1.635 -5.290  0.01
C: -5.649 1.107 -3.638  -0.95
C: -5.030 -0.306 -1.803  0.08
C: 0.292 7.368 -0.842  -0.86
C: -2.986 -2.837 -3.276  -0.96
H: -1.076 -0.975 -3.748  0.22
H: -2.318 0.322 -4.163  0.46
H: -1.507 1.512 -1.500  0.17
H: -5.677 -1.000 -2.360  0.31
H: -4.755 3.041 -2.117  0.32
H: 0.588 7.000 1.753  0.32
H: 2.421 1.643 1.540  0.49
H: 1.440 -2.849 3.397  0.20
H: -3.774 -3.583 -3.380  0.37
H: -3.488 -0.703 -5.840  0.40
H: 4.642 2.801 4.937  0.30
H: -1.843 -4.362 -1.216  0.42
H: 4.724 -3.585 5.575  0.30
H: 0.438 -7.172 -2.695  0.29
H: 1.054 -4.734 0.203  0.55
H: 4.638 -4.971 4.697  0.34
H: -0.476 5.097 2.716  -0.32
H: -2.032 -3.350 -3.400  0.26
H: 1.219 -3.328 5.512  0.28
H: 4.259 -3.212 -4.627  0.35
H: -6.226 0.245 -3.970  0.35
H: 1.268 -1.564 0.675  0.19
H: -2.399 -0.467 -2.669  0.04
H: 3.623 2.580 6.320  0.38
H: -0.842 4.849 4.970  0.16
H: -3.200 -2.589 -2.236  0.27
H: -3.978 2.087 -0.769  0.33
H: 2.415 -4.922 -4.219  0.37
H: 3.704 -1.585 -5.051  0.34
H: -0.370 4.552 -0.215  0.17
H: -2.565 5.013 4.518  0.30
H: -2.047 5.736 2.232  0.31
H: 2.012 4.316 5.014  0.43
H: 0.119 -3.478 -0.408  0.12
H: 2.158 -4.714 5.990  0.36
H: -2.028 5.957 5.720  0.32
H: 0.702 -4.501 -3.968  0.15
H: 4.302 1.192 5.506  0.30
H: 0.162 7.087 -1.887  0.28
H: 5.138 -3.537 3.739  0.29
H: 0.560 -7.247 -0.885  0.39
H: -0.024 8.399 -0.686  0.30
H: -4.880 1.211 -4.404  0.29
H: 1.720 -6.364 -1.799  0.38
H: -0.891 7.919 1.513  0.40
H: -6.268 2.005 -3.643  0.31
H: 2.589 3.859 3.513  0.38
H: 2.507 0.119 4.761  0.13
H: 1.347 7.190 -0.634  0.34
H: 0.996 3.370 3.901  0.17
H: 2.657 -3.173 6.545  0.31
H: 3.239 -2.965 -5.989  0.35
H: 1.484 -4.377 -5.565  0.36
H: 0.750 -2.216 -2.818  0.17
H: 1.471 -4.018 -1.427  0.19
H: -3.304 2.218 -2.449  0.35

The calculation puts the largest force on an atom at 4.160 eV/A. The energy above the lowest of the compared OMol25 structures with the same formula, charge and spin is 3.507 eV. Its SMILES is O=C1C=C(O)C(=O)C=C1O.CN(C)C=O.CN(C)C=O.CN(C)C=O.CN(C)C=O.CN(C)C=O.CN(C)C=O.COCCOC. The calculation puts the total energy at -63449.37961 eV. As for the HOMO-LUMO gap: 7.695 eV.

3.
The following is a quantum chemistry calculation of C15H24AsBrN4OTi as an isolated structure, from the Open Molecules 2025 dataset.

Last column: Mulliken charge in e.
CARTESIAN COORDINATES (ANGSTROEM)
Br: -2.512 -5.515 -1.749  0.15
As: 0.370 -0.188 2.481  0.74
Ti: -0.014 0.283 -0.055  0.61
O: 1.700 0.665 -0.445  -0.39
N: 3.368 2.210 -0.299  -0.30
N: -0.578 -1.551 -0.462  0.50
N: -1.479 1.679 0.437  -0.15
N: 3.769 0.118 -1.195  -0.27
C: -0.616 3.153 -2.880  -0.76
C: 2.984 1.009 -0.649  0.60
C: -1.214 2.212 -3.727  -0.52
C: -2.359 -3.146 -0.255  -0.66
C: -1.980 0.933 -1.839  0.15
C: 0.635 -2.079 2.762  -1.17
C: 1.937 0.666 3.208  -1.10
C: -0.543 -3.522 -1.827  -0.67
C: -1.886 1.105 -3.214  -0.89
C: 0.007 -2.344 -1.419  -0.40
C: -1.089 0.330 3.629  -1.16
C: -1.751 -3.955 -1.244  0.13
C: -1.373 1.884 -0.993  0.37
C: -0.687 2.997 -1.510  -0.65
C: -1.753 -1.984 0.108  -0.26
H: -1.248 2.518 0.972  0.35
H: 2.834 0.250 2.755  0.40
H: -2.607 0.146 -1.433  0.65
H: -0.850 -0.065 4.617  0.46
H: 3.435 -0.799 -1.445  0.18
H: 4.742 0.320 -1.401  0.26
H: -0.309 -2.606 2.648  0.39
H: 1.387 -2.480 2.087  0.43
H: -0.048 -4.115 -2.586  0.52
H: -1.163 1.414 3.690  0.45
H: -2.033 -0.102 3.300  0.41
H: -0.132 4.027 -3.297  0.50
H: -2.194 -1.359 0.880  0.48
H: 0.928 -1.987 -1.858  0.44
H: -1.179 2.365 -4.800  0.49
H: -3.284 -3.450 0.218  0.53
H: 0.983 -2.176 3.791  0.47
H: 1.923 0.424 4.272  0.46
H: 4.323 2.524 -0.440  0.25
H: -0.272 3.749 -0.847  0.53
H: 2.719 2.887 0.069  0.20
H: 1.900 1.746 3.088  0.40
H: -2.413 1.397 0.741  0.38
H: -2.379 0.410 -3.881  0.51

The calculation puts the largest force on an atom at 0.652 eV/A. The energy above the lowest of the compared OMol25 structures with the same formula, charge and spin is 0.112 eV. The calculation puts the total energy at -177908.60150 eV. As for the HOMO-LUMO gap: 6.404 eV. Its charge is +4.

4.
The following is a quantum chemistry calculation of C5H6N2S as an isolated structure in a non-equilibrium geometry, from the Open Molecules 2025 dataset.

Last column: Mulliken charge in e.
CARTESIAN COORDINATES (ANGSTROEM)
S: -2.571 1.346 0.099  -0.11
N: 0.725 1.461 -0.245  -0.39
N: -0.966 -0.637 -0.285  -0.27
C: -0.983 0.640 -0.159  0.41
C: 1.622 0.514 -0.964  -0.24
C: -2.195 -1.155 -0.244  -0.73
C: 1.650 0.622 0.507  -0.34
C: -3.220 -0.273 -0.076  -0.04
H: 2.414 1.136 -1.483  0.21
H: 1.301 -0.125 1.168  0.28
H: 1.154 -0.381 -1.572  0.23
H: -2.275 -2.215 -0.592  0.31
H: -4.234 -0.232 0.013  0.48
H: 2.429 1.316 0.922  0.21

The calculation puts the largest force on an atom at 4.625 eV/A. The energy above the lowest of the compared OMol25 structures with the same formula, charge and spin is 4.226 eV. The calculation puts the total energy at -19093.78499 eV. As for the HOMO-LUMO gap: 10.155 eV.

5.
The following is a quantum chemistry calculation of C23H22FNO2PS3Sr as an isolated structure, from the Open Molecules 2025 dataset.

Last column: Mulliken charge in e.
CARTESIAN COORDINATES (ANGSTROEM)
Sr: 0.786 0.649 0.536  1.34
S: 0.017 3.001 -1.548  -0.45
S: 1.399 0.082 -2.547  -0.46
S: 0.701 -4.446 2.083  -0.56
P: -0.117 1.369 -2.612  0.31
F: 0.580 6.770 3.765  -0.36
O: -0.460 1.613 -4.184  -0.30
O: -1.491 0.646 -2.094  -0.15
N: 0.648 -2.271 0.592  -0.04
C: 1.635 -2.481 4.221  -0.87
C: -1.899 -0.620 -2.621  -0.08
C: 0.917 -2.682 1.871  -0.34
C: 1.824 4.924 2.937  -0.68
C: 0.346 -4.605 0.384  0.78
C: 0.679 3.014 1.841  -0.63
C: -1.506 2.530 -4.500  -0.16
C: 2.265 -0.347 5.129  -0.83
C: -0.570 4.966 2.728  -0.64
C: -2.683 -1.351 -1.556  -1.17
C: 1.355 -1.880 2.968  2.08
C: 0.396 -3.319 -0.224  -1.05
C: -0.086 -4.418 -2.329  -0.60
C: -1.775 2.427 -5.986  -1.27
C: 1.830 3.680 2.301  -0.28
C: 2.090 -1.717 5.281  -0.43
C: 0.201 -3.262 -1.619  0.23
C: -0.509 3.726 2.089  -0.19
C: 0.057 -5.748 -0.330  -0.47
C: 1.964 0.245 3.890  -0.03
C: 0.612 5.543 3.138  0.71
C: 1.512 -0.469 2.782  -1.29
C: -0.177 -5.661 -1.706  -0.50
H: 0.318 -2.310 -2.118  0.21
H: -2.108 1.423 -6.250  0.29
H: -2.401 2.287 -3.919  0.28
H: -1.195 3.539 -4.221  0.34
H: -1.026 -1.200 -2.930  0.29
H: -0.868 2.645 -6.550  0.29
H: -1.461 3.308 1.761  0.23
H: 2.069 1.325 3.809  0.15
H: -0.232 -4.352 -3.403  0.35
H: 2.736 5.404 3.276  0.34
H: 2.612 0.257 5.963  0.33
H: -2.550 3.141 -6.274  0.39
H: 0.018 -6.710 0.171  0.34
H: -3.547 -0.757 -1.249  0.39
H: 1.504 -3.552 4.354  0.24
H: -3.029 -2.312 -1.941  0.36
H: 2.307 -2.196 6.232  0.31
H: -1.509 5.482 2.902  0.34
H: 2.804 3.208 2.175  0.28
H: -2.059 -1.546 -0.684  0.12
H: -2.518 -0.438 -3.507  0.20
H: -0.406 -6.552 -2.279  0.33

The expectation value of S² is 0.778. The calculation puts the largest force on an atom at 0.516 eV/A. The energy above the lowest of the compared OMol25 structures with the same formula, charge and spin is 0.368 eV. The calculation puts the total energy at -75144.18043 eV. As for the HOMO-LUMO gap (spin up / spin down): 3.229 / 5.932 eV. Its multiplicity is 2. Its charge is -2.

6.
The following is a quantum chemistry calculation of a 15-piece molecular cluster, C20H12B3Cl56NO6 overall in a non-equilibrium geometry, from the Open Molecules 2025 dataset.

Last column: Mulliken charge in e.
CARTESIAN COORDINATES (ANGSTROEM)
Cl: 2.671 1.011 -2.905  0.09
Cl: -0.092 7.534 0.080  -0.09
Cl: -4.888 9.590 2.152  -0.05
Cl: 2.394 -2.380 -2.966  -0.01
Cl: -5.972 10.648 4.618  -0.04
Cl: 5.032 -3.431 1.993  0.01
Cl: 2.925 3.678 -3.999  -0.06
Cl: -0.556 -10.229 -8.017  -0.09
Cl: -2.317 7.923 7.407  -0.11
Cl: 5.193 -5.025 -7.106  -0.10
Cl: 1.945 -11.638 -8.392  -0.08
Cl: -7.807 6.310 8.677  -0.09
Cl: -2.143 5.932 5.310  -0.10
Cl: 0.930 1.865 -5.053  -0.11
Cl: 10.405 -0.891 -5.100  -0.10
Cl: 6.981 -1.308 1.731  -0.11
Cl: 7.747 -1.607 -4.201  -0.01
Cl: 4.107 7.161 -3.966  -0.10
Cl: -4.621 7.361 5.747  0.05
Cl: -0.925 6.026 2.404  0.07
Cl: 1.708 -9.620 -6.321  -0.11
Cl: 6.958 -12.242 -5.443  -0.11
Cl: 7.613 -3.978 0.804  -0.09
Cl: 2.933 -3.845 -5.738  0.02
Cl: -5.890 0.048 8.300  -0.07
Cl: -10.004 7.044 6.938  -0.10
Cl: 8.599 1.157 -4.138  -0.10
Cl: 0.615 2.982 -2.399  0.04
Cl: 1.752 7.965 -2.485  -0.02
Cl: 2.590 9.480 -4.806  -0.10
Cl: 2.731 -4.522 -8.546  -0.12
Cl: 4.357 -11.522 -6.494  0.02
Cl: 7.411 -3.442 3.642  -0.11
Cl: 5.686 -13.915 -7.434  -0.11
Cl: -6.531 2.720 9.210  -0.03
Cl: -8.479 0.595 9.473  -0.10
Cl: -3.773 12.000 3.306  -0.09
Cl: 2.840 -6.619 -6.555  -0.01
Cl: 1.434 5.224 0.930  -0.11
Cl: -6.107 0.597 11.134  -0.11
Cl: -2.335 8.740 4.631  -0.06
Cl: -1.190 4.874 -0.238  -0.10
Cl: -7.500 1.615 5.453  -0.03
Cl: -7.833 5.414 5.923  0.02
Cl: -7.383 8.205 6.529  -0.06
Cl: 4.697 -1.006 -4.058  0.02
Cl: -6.534 3.819 3.850  -0.07
Cl: 8.092 -0.145 -6.673  -0.10
Cl: -6.415 12.048 2.124  -0.10
Cl: 4.682 -1.809 -1.281  0.02
Cl: 4.627 -13.809 -4.742  -0.10
Cl: 4.884 -3.810 -3.366  -0.07
Cl: 1.478 6.827 -5.133  -0.08
Cl: -5.905 1.089 3.094  0.13
Cl: 1.736 -8.843 -9.112  -0.08
Cl: -8.613 2.083 2.821  -0.11
O: -2.512 -1.134 4.388  -0.45
O: 2.081 -3.571 1.570  -0.33
O: -3.500 -2.402 1.086  -0.47
O: -2.511 -1.871 -1.156  -0.40
O: -2.402 -0.208 0.642  -0.28
O: -3.483 -4.037 -0.681  -0.49
N: -3.928 -0.474 2.599  -0.41
C: 1.209 -10.083 -7.961  0.35
C: -8.258 6.743 7.017  0.22
C: -7.137 2.150 3.802  0.18
C: 5.407 -12.871 -6.028  0.29
C: -0.218 -0.673 -0.815  0.02
C: 1.786 2.385 -3.590  0.07
C: 4.164 -2.252 -2.919  0.12
C: 0.939 -4.412 1.444  -0.70
C: -6.751 0.990 9.530  0.29
C: -3.247 -0.759 3.583  0.63
C: 2.482 7.858 -4.097  0.30
C: 6.758 -3.041 2.043  0.32
C: -5.262 11.071 3.050  0.29
C: 0.984 -1.397 1.358  -0.51
C: 0.595 -0.163 0.440  -0.43
C: 8.711 -0.372 -5.028  0.30
C: 3.423 -5.003 -6.986  0.19
C: -0.194 5.914 0.795  0.22
C: -2.854 7.489 5.775  0.25
C: 1.988 -2.419 0.704  0.44
B: -3.253 -1.044 1.385  0.23
B: -1.759 -0.919 -0.408  0.42
B: -3.162 -2.736 -0.259  0.71
H: 2.973 -1.903 0.579  -0.10
H: 0.163 -1.650 -1.228  -0.06
H: 0.659 -4.646 0.376  0.27
H: 1.517 0.424 0.164  0.36
H: 1.180 -5.357 2.012  0.28
H: 1.520 -0.962 2.256  0.22
H: -0.140 0.060 -1.676  -0.07
H: 1.682 -2.795 -0.308  0.04
H: -0.012 0.528 1.096  0.34
H: -3.629 -4.541 0.144  0.29
H: 0.009 -3.991 1.935  0.19
H: 0.040 -1.852 1.757  0.08

The calculation puts the largest force on an atom at 2.610 eV/A. The calculation puts the total energy at -737998.56512 eV. As for the HOMO-LUMO gap: 9.897 eV.